C30H39F7NO28 | ωB97M-V/def2-TZVPD

The geometry in ORCA input format:
```
! RIJCOSX wB97M-V def2-TZVPD def2/J DEFGRID3
* xyz 0 2
H 3.62 -3.34 0.05
H 5.08 0.80 4.24
C 0.78 -2.58 -4.37
H -0.71 -1.97 -2.91
O -4.86 -0.74 5.78
C -3.69 2.12 0.65
H 0.61 1.29 -3.79
C 2.50 -1.45 3.94
C 4.12 -2.34 -2.94
H 3.47 0.97 5.01
F -3.06 -3.40 3.40
C 2.86 1.73 -3.41
H 5.75 -1.30 5.21
H -2.08 -1.81 2.81
H 3.62 1.08 3.22
C 3.41 -2.71 -0.81
H -0.76 -1.02 -4.38
H 1.54 1.41 0.63
H -2.73 1.04 -5.12
O -4.11 -3.32 0.68
O -1.59 -3.00 -4.46
O 4.24 -1.06 -2.28
O -1.52 -4.64 -5.94
H 2.57 -2.52 4.13
C -0.51 -0.35 -0.55
H -1.18 -1.26 4.76
H 3.42 1.10 -2.71
O -0.80 -0.66 0.64
O -3.76 -1.28 3.89
H -1.93 3.69 -4.36
F -3.28 3.45 -5.89
O -4.02 4.73 2.86
C -3.94 -2.53 -0.22
C 4.78 -1.36 2.75
C -0.65 -2.03 -3.99
H -3.08 1.72 -0.15
C -0.88 -3.90 -5.22
H -4.26 -1.65 -3.22
C 2.22 3.96 -3.22
H 1.27 -1.44 0.90
O 1.78 5.05 2.77
H 1.57 0.20 2.79
C 4.11 -1.36 -0.88
F -5.38 -0.53 -1.80
O -3.89 3.71 -3.63
H 4.45 -2.38 2.60
H -2.30 1.49 -3.46
O -1.22 0.46 -1.21
C -1.84 -2.13 4.78
C 4.01 0.63 4.13
H -1.23 -2.98 5.09
O 1.06 3.30 -3.33
F -4.95 1.84 0.36
H 5.87 -1.32 2.83
H 1.31 -2.87 -3.46
H 1.42 -1.80 -4.78
H -0.88 2.80 0.41
H 1.86 -1.02 4.71
C 4.69 -1.55 5.21
O 3.75 -3.28 -2.07
H 0.99 1.62 -2.21
N 4.01 -0.91 3.98
O 1.98 2.95 1.89
F 2.97 1.28 -4.64
C 1.36 2.48 0.75
O 3.27 3.07 -3.32
H 4.48 -2.62 5.20
O 2.04 -1.32 1.46
H 3.48 -0.56 -0.48
C 1.31 1.89 -3.21
C -4.12 -0.67 -1.40
H -0.37 1.97 1.79
O -3.65 2.48 2.86
H 4.53 -0.76 1.87
F 1.80 3.10 -0.35
C -3.75 3.66 2.26
C -2.68 -2.16 3.65
O 0.11 3.94 1.81
O -4.26 1.55 -3.79
H -2.17 1.27 1.90
C -4.75 2.67 -3.39
H -3.58 0.27 -1.49
C -0.06 2.77 1.12
C 1.66 -0.88 2.76
O -3.67 3.44 0.97
O -3.63 -2.88 -1.58
F 5.30 -1.47 -0.28
O -5.78 2.86 -2.68
C -2.89 3.23 -4.59
C -3.22 1.56 1.91
C -2.98 1.70 -4.29
H 4.27 -1.00 6.06
O 2.36 5.15 -3.09
C -3.57 -1.69 -2.38
O 0.53 -0.83 -1.07
C -3.82 -1.22 5.23
O 0.47 -3.69 -5.18
C 1.36 4.10 2.19
O -2.82 -1.84 5.80
O 4.24 -2.54 -4.14
H -2.53 -1.39 -2.57
H 0.66 -1.29 2.88
H -3.84 0.68 2.05
H 2.35 -2.48 -0.76
O -4.01 -1.21 -0.13
*
```

Largest force on an atom: 7.8 eV Å⁻¹
M: 994.6 Da
Total energy: -4026.9735 hartree
Kohn-Sham gap (spin up / spin down): 9.367 / 7.312 eV

***

N2O3S | ωB97M-V/def2-TZVPD

The geometry in ORCA input format:
```
! RIJCOSX wB97M-V def2-TZVPD def2/J DEFGRID3
* xyz 0 1
S 0.15 0.44 -1.88
O 0.91 0.90 -0.78
N -0.55 -0.41 1.60
O 0.70 0.29 -3.18
O -0.97 -0.32 0.49
N -0.11 -0.33 2.62
*
```

Largest force on an atom: 1.7 eV Å⁻¹
M: 108.1 Da
Total energy: -733.3488 hartree
Energy relative to the best compared isomer or geometry (same formula, charge and spin): 1.882 eV
Kohn-Sham gap: 10.940 eV

***

C25H25ClN2O4Zr | ωB97M-V/def2-TZVPD

The geometry in ORCA input format:
```
! RIJCOSX wB97M-V def2-TZVPD def2/J DEFGRID3
* xyz 2 1
Zr -0.40 -0.52 -0.48
Cl 4.65 0.49 5.63
H 2.02 0.22 4.66
H -3.97 0.32 -4.46
C -0.70 2.56 -1.02
H 1.62 -3.38 -3.90
H 0.42 5.53 0.15
C 2.23 -0.48 2.64
H -3.92 2.80 -4.30
C 4.97 -0.43 3.12
C -1.69 -0.76 3.38
N 0.07 1.71 -0.29
C 0.32 4.45 0.02
C 4.07 -0.04 4.10
H -0.85 -1.45 3.51
H 1.16 -0.53 2.46
C 1.10 3.59 0.75
H -2.49 -1.01 -2.99
H -3.60 -2.70 2.75
O -1.51 -0.77 0.98
H 1.55 1.51 1.13
H -2.04 -3.17 2.06
C -3.28 2.19 -3.67
C -2.41 -1.05 2.08
H -1.32 0.26 3.41
H 6.03 -0.41 3.33
C -3.31 0.82 -3.76
C 0.95 2.22 0.57
H -3.37 -2.65 1.00
H 0.69 -4.85 -1.37
C -0.08 -4.49 -2.07
C 2.70 -0.07 3.87
H 1.84 3.95 1.46
C 2.68 -1.36 0.33
C -0.61 3.94 -0.90
C 3.13 -0.88 1.64
C 4.50 -0.86 1.90
O -0.53 -2.18 -1.82
C -2.48 0.07 -2.93
H -1.06 -4.62 -1.62
H 1.33 -1.65 -3.48
N -1.65 0.62 -2.05
C 0.22 -3.06 -2.32
C -2.88 -2.48 1.96
C -1.45 4.78 -1.71
H 2.25 -2.71 -2.39
H 5.19 -1.19 1.13
C -1.61 1.98 -1.96
C -2.32 4.24 -2.60
H -3.25 -0.36 1.95
O 1.39 -1.02 0.00
H -2.37 -0.90 4.22
C 1.41 -2.67 -3.10
H -2.95 4.86 -3.21
O 3.33 -2.00 -0.45
C -2.41 2.81 -2.75
H -1.38 5.85 -1.60
H 0.04 -5.08 -2.98
*
```

Largest force on an atom: 0.4 eV Å⁻¹
M: 544.2 Da
Total energy: -1885.0956 hartree
Energy relative to the best compared isomer or geometry (same formula, charge and spin): 0.829 eV
Kohn-Sham gap: 6.981 eV

***

C24H22CaN5OS4Se | ωB97M-V/def2-TZVPD

The geometry in ORCA input format:
```
! RIJCOSX wB97M-V def2-TZVPD def2/J DEFGRID3
* xyz -1 1
S 0.19 -2.82 -1.29
H 2.61 -1.23 -0.70
H 3.49 0.63 4.29
H -2.07 2.67 -0.88
C 0.96 2.87 0.58
C 0.19 -3.81 0.17
C -1.26 0.13 -3.55
C 2.90 0.27 3.47
H 0.45 4.39 2.03
C -4.17 -1.59 -0.97
S -1.34 -2.03 1.66
H 2.50 5.67 1.71
C -0.58 -1.15 3.06
H -0.73 -4.21 3.45
H -5.09 1.67 -3.34
H 1.37 -6.93 0.94
N 1.24 -0.66 1.50
H -0.53 -1.77 3.98
C -2.29 1.83 -2.61
C 0.81 -0.66 2.75
O -0.45 -0.76 -3.78
C 1.21 4.04 1.35
C -4.32 2.23 -3.91
C 3.10 3.25 -0.54
H 3.87 0.04 -0.40
C 1.95 2.44 -0.32
N -3.04 1.61 -3.73
C -0.28 -4.43 2.48
H 3.82 2.87 -1.25
H -4.56 2.22 -4.97
Ca -0.81 -0.28 -0.51
H 1.26 -5.34 -0.94
H -2.41 0.51 -5.44
C 2.32 4.80 1.11
C 2.44 -0.19 1.18
C 0.32 -5.63 2.32
S 1.79 0.93 -1.29
Se -4.23 0.20 -0.55
C 2.82 -0.23 -0.31
C -0.34 -3.49 1.41
N -3.98 -2.71 -1.20
N -1.25 0.97 -2.49
C 3.31 0.31 2.14
C 1.65 -0.20 3.80
H -3.25 -0.45 -4.13
H 4.18 5.00 0.01
C -2.56 0.40 -4.36
N -2.57 2.83 -1.76
C 3.30 4.41 0.15
H -3.52 3.11 -1.66
C 0.90 -5.95 1.09
H -1.22 -0.29 3.22
H 0.28 -6.35 3.10
C 0.89 -5.05 0.06
S -0.56 2.12 0.83
H 4.29 0.65 1.86
H 1.30 -0.13 4.81
H -4.27 3.27 -3.61
*
```

Largest force on an atom: 2.0 eV Å⁻¹
M: 643.8 Da
Total energy: -5948.8498 hartree
Energy relative to the best compared isomer or geometry (same formula, charge and spin): 0.000 eV
Kohn-Sham gap: 6.640 eV

***

C9H12 | ωB97M-V/def2-TZVPD

The geometry in ORCA input format:
```
! RIJCOSX wB97M-V def2-TZVPD def2/J DEFGRID3
* xyz 0 1
H 0.02 -2.13 -1.47
C -0.23 -1.58 -0.58
C -0.22 1.49 -0.18
H -0.56 2.27 -0.80
H 3.05 -0.02 0.09
H -2.23 0.98 0.58
C -1.51 -1.93 0.17
H 1.12 3.13 0.23
C 1.85 -0.26 0.05
H 1.63 1.27 -1.36
H -1.84 -0.30 -1.42
H -2.21 -2.60 -0.40
C -1.20 0.56 0.47
C 1.19 0.97 -0.48
H -1.49 -1.88 1.35
C 1.07 -1.30 0.16
H 1.51 -2.20 0.51
H -0.82 0.22 1.50
H 1.20 1.92 1.59
C -1.39 -0.70 -0.49
C 1.06 2.09 0.49
*
```

Largest force on an atom: 5.9 eV Å⁻¹
M: 120.2 Da
Total energy: -349.9824 hartree
Energy relative to the best compared isomer or geometry (same formula, charge and spin): 3.333 eV
Kohn-Sham gap: 10.175 eV

***

C4H7NO | ωB97M-V/def2-TZVPD

The geometry in ORCA input format:
```
! RIJCOSX wB97M-V def2-TZVPD def2/J DEFGRID3
* xyz 0 1
N 2.02 -1.07 -0.60
H -0.41 -0.70 0.60
C -0.98 0.08 0.11
H -2.78 0.48 1.25
H 3.02 -0.28 1.07
H -2.91 0.84 -0.48
O 0.32 1.72 -1.23
H 2.83 0.78 -0.45
H 1.91 -1.92 -0.03
C -2.48 0.15 0.25
C -0.28 0.93 -0.61
H -2.92 -0.84 0.07
C 2.65 -0.18 0.04
*
```

Largest force on an atom: 0.9 eV Å⁻¹
M: 85.1 Da
Total energy: -286.5390 hartree
Energy relative to the best compared isomer or geometry (same formula, charge and spin): 2.520 eV
Kohn-Sham gap: 9.481 eV